(1)
13
Properties=species:S:1:pos:R:3:forces:R:3:lowdin_charge:R:1 method="wB97M-V/def2-TZVPD" molar_mass_g_mol=134.22 largest_force_ev_per_a=3.746 smiles="CSC(=S)CC=O" e_tot_ha=-1027.57480
C 1.73846 -0.58644 1.75764 1.484 -3.247 1.135 -0.4953
C -0.10341 0.16064 0.14013 -2.003 0.196 0.096 -1.0759
C -0.67737 0.90135 -1.07334 -1.252 -1.501 0.959 -0.2466
C -1.53537 -0.07781 -1.90468 -1.444 0.302 1.360 -0.2720
H 0.87490 -1.32956 2.03152 1.881 1.181 -0.718 0.0007
H 2.80004 -1.16356 1.87807 -2.537 1.720 -0.102 0.0944
H 1.58039 0.26693 2.42573 0.477 -0.142 -0.136 0.0320
H -1.32644 1.70625 -0.73829 -0.387 -0.183 0.293 0.1185
H 0.02146 1.37520 -1.65775 2.096 0.732 -1.463 0.0681
H -2.40592 -0.42363 -1.22394 0.905 -0.104 -1.077 0.1222
O -1.41645 -0.37250 -3.05765 0.303 0.153 0.419 0.0751
S 1.57519 -0.08303 0.06058 0.030 0.046 0.552 0.8985
S -1.12547 -0.37385 1.36198 0.448 0.847 -1.317 0.6802

(2)
118
Properties=species:S:1:pos:R:3:forces:R:3:lowdin_charge:R:1 method="wB97M-V/def2-TZVPD" molar_mass_g_mol=998.80 largest_force_ev_per_a=5.445 total_charge=+2 e_tot_ha=-3683.31979
Y 4.64526 6.34811 1.13168 -0.143 -0.097 -0.074 1.2059
C 0.48338 -0.52174 -0.60506 0.501 -1.127 0.253 -0.5682
F 0.80038 -1.24486 0.51383 -0.194 1.488 -1.319 0.1195
F 1.52061 -0.59803 -1.48558 -1.341 0.650 1.352 0.1311
F -0.57972 -1.10681 -1.15309 0.337 0.502 0.063 0.1406
S -0.06932 1.28952 -0.14523 -2.095 0.460 -0.037 0.6476
O 1.02678 2.04698 0.43483 0.133 -0.577 0.155 -0.1817
O -0.40720 1.97615 -1.44303 0.115 -1.768 2.323 -0.1756
O -1.19162 1.07834 0.85619 2.583 0.405 -2.780 -0.1878
C 1.83471 -4.79604 -8.58590 0.309 2.239 -1.650 -0.1804
C 3.00285 -5.16789 -7.72021 1.022 -0.919 -0.375 -0.1327
C 2.39867 -6.24561 -6.77421 4.466 0.886 -0.342 -0.2311
O 1.15701 -5.83802 -6.73273 -4.855 -0.556 2.403 -0.0476
C 0.62828 -5.42588 -7.94320 0.354 0.543 -1.100 -0.1581
H 2.01171 -4.93436 -9.65251 -0.223 -1.045 0.042 0.1179
H 1.76471 -3.70916 -8.62923 -0.372 0.218 0.532 0.1109
H 3.31265 -4.33085 -7.09453 0.218 -0.097 -0.161 0.1155
H 3.80368 -5.51784 -8.37160 0.327 0.026 0.495 0.1172
H 2.88942 -6.11956 -5.80913 -0.366 -0.193 0.372 0.1331
H 2.61992 -7.27718 -7.04810 -0.460 -0.405 -0.582 0.1435
H -0.17900 -4.71329 -7.77407 -0.078 -0.319 0.173 0.1364
H 0.28876 -6.25370 -8.56573 -0.341 -0.387 0.196 0.1402
O -7.35394 3.27373 -4.95516 0.715 -0.748 0.200 0.1619
C -7.18521 2.09656 -4.74949 -1.485 0.352 0.426 -0.4577
O -7.17695 1.18607 -5.72767 0.386 0.590 -0.679 0.0520
C -7.35547 -0.12972 -5.23060 -0.300 -1.319 -1.552 -0.1893
C -6.87941 -0.14293 -3.84442 -0.291 1.915 2.438 -0.1280
C -7.21181 1.36867 -3.40100 1.403 -0.978 -0.336 -0.0259
H -6.79194 -0.81132 -5.86776 0.149 0.162 -0.125 0.1334
H -8.39660 -0.40937 -5.39166 -0.179 0.136 0.380 0.1379
H -5.80152 -0.28259 -3.76216 -0.026 0.018 -0.181 0.1159
H -7.35163 -0.81965 -3.13227 -0.132 -0.207 -0.423 0.1184
H -6.39978 1.73078 -2.77046 -0.225 0.232 0.055 0.1176
H -8.16036 1.53901 -2.89174 -0.010 -0.151 -0.197 0.1276
O 3.11671 -9.31323 -0.36109 -1.863 -0.083 0.613 0.1374
C 1.92490 -9.27204 -0.12417 0.340 -0.083 -1.255 -0.4332
O 0.99737 -9.98586 -0.83825 1.350 -1.002 0.557 0.0139
C -0.34320 -9.78015 -0.36575 0.430 0.265 -0.830 -0.1655
C -0.22950 -8.97986 0.91711 0.338 0.014 -1.389 -0.1427
C 1.12644 -8.29617 0.72208 0.005 -0.262 0.756 -0.0720
H -0.91397 -10.70226 -0.25605 0.437 -0.171 -0.138 0.1304
H -0.74715 -9.20370 -1.19799 -0.678 0.134 0.276 0.1264
H -0.15109 -9.65979 1.76543 -0.606 0.371 0.174 0.1259
H -1.08891 -8.31844 0.80746 0.069 0.159 1.292 0.1201
H 1.58290 -8.07815 1.68759 0.260 0.303 -0.376 0.1277
H 1.08004 -7.43451 0.05614 -0.084 0.360 0.320 0.1350
O 7.26971 0.11721 0.80257 2.045 -2.995 0.005 0.0618
C 7.99125 -0.89433 0.83878 -0.932 1.985 0.181 -0.4085
O 9.27071 -0.90521 0.36468 -0.568 1.211 0.179 0.0458
C 9.93938 -2.10432 0.66759 2.483 -0.583 -1.258 -0.2147
C 8.96202 -3.11651 1.00799 -2.196 -1.791 0.775 -0.1770
C 7.72867 -2.28241 1.38594 -0.537 -0.958 0.411 -0.0645
H 10.77947 -2.04065 1.35918 -0.276 0.857 0.282 0.1365
H 10.35426 -2.55701 -0.23299 0.660 1.141 -0.364 0.1276
H 9.22151 -3.77662 1.83565 0.222 0.192 0.018 0.1235
H 8.90426 -3.77454 0.14095 -0.949 -0.023 0.096 0.1190
H 7.69814 -2.35202 2.47329 -0.097 0.897 0.156 0.1263
H 6.74947 -2.67691 1.11456 0.117 0.118 -0.461 0.1258
O 0.27675 6.47446 5.40711 -1.831 0.052 0.521 0.0680
C -0.59177 6.64136 6.25178 1.637 -0.355 -0.337 -0.4762
O -0.22265 7.17482 7.42491 0.244 0.361 0.401 0.0113
C -1.31540 7.27438 8.34645 -0.430 -0.417 -0.374 -0.1479
C -2.30842 6.19320 7.84624 0.705 0.950 -0.008 -0.1315
C -2.08356 6.27632 6.31324 1.211 -0.089 0.737 -0.0568
H -1.72408 8.28293 8.28388 -0.081 0.035 0.031 0.1252
H -0.93942 7.09966 9.35452 0.007 -0.016 -0.152 0.1272
H -3.30830 6.43351 8.20763 -0.028 -0.349 -0.241 0.1160
H -1.93882 5.25036 8.24940 -0.380 -0.177 -0.142 0.1159
H -2.58969 7.14582 5.89386 -0.421 -0.374 -0.315 0.1304
H -2.17935 5.32822 5.78406 -0.568 0.370 -0.181 0.1231
O 4.43550 4.13084 -4.31262 0.309 -0.502 0.060 0.0957
C 4.63708 3.48243 -5.30535 2.163 0.225 1.963 -0.4792
O 5.76212 2.64546 -5.42506 -1.715 1.500 1.081 0.0077
C 5.89698 2.26279 -6.77362 -0.253 0.668 -0.481 -0.1778
C 4.50949 2.45393 -7.37180 -1.267 -0.674 -0.849 -0.1399
C 3.79571 3.52303 -6.50398 1.095 -1.413 -0.152 -0.0619
H 6.28659 1.24531 -6.74140 0.000 0.176 -0.577 0.1329
H 6.53852 2.99118 -7.26957 0.648 -0.386 0.032 0.1274
H 3.98601 1.50003 -7.30745 -0.284 0.045 0.230 0.1113
H 4.49397 2.66554 -8.44095 0.317 0.243 0.084 0.1149
H 2.85951 3.19438 -6.05275 -0.498 0.388 -0.880 0.1369
H 3.84536 4.56596 -6.81694 -0.515 -0.216 -0.424 0.1413
O -6.54530 -0.98021 6.39459 -0.367 -3.715 -1.523 0.1112
C -6.71124 -2.07214 5.79845 -0.453 3.467 1.410 -0.4068
O -7.29347 -3.15273 6.34617 0.342 1.013 1.218 0.0463
C -7.70197 -4.11464 5.39156 0.600 0.157 -0.987 -0.1409
C -6.91683 -3.73637 4.13713 -0.649 -0.876 -0.938 -0.1578
C -6.36376 -2.34073 4.36225 0.693 -0.990 -0.445 -0.0688
H -8.77587 -4.01298 5.23501 0.034 -0.292 0.281 0.1329
H -7.37226 -5.11590 5.66882 -0.545 0.161 0.603 0.1315
H -7.60012 -3.77523 3.28877 0.179 0.050 -0.144 0.1144
H -6.16496 -4.50803 3.97180 0.219 0.318 -0.113 0.1146
H -6.69601 -1.66036 3.57815 -0.122 0.420 0.676 0.1317
H -5.27545 -2.38438 4.31992 0.080 0.288 -0.034 0.1309
O -0.60217 9.00431 -1.01048 1.173 -0.835 0.468 0.1258
C -1.60495 9.58023 -1.29736 0.998 0.141 0.175 -0.5488
O -2.60198 9.69346 -0.44777 -0.509 -0.170 1.204 0.0569
C -3.68249 10.43502 -0.99143 -0.483 -0.125 -0.672 -0.1411
C -3.38446 10.43940 -2.48789 -0.163 0.935 -1.079 -0.1311
C -1.85051 10.25457 -2.58800 -1.193 -0.165 -0.327 -0.0549
H -3.75073 11.41592 -0.52103 0.199 -0.010 -0.038 0.1308
H -4.60356 9.88230 -0.80639 0.069 0.113 0.250 0.1285
H -3.71275 11.35431 -2.98111 0.010 0.089 0.140 0.1160
H -3.97048 9.65568 -2.96795 0.409 -0.260 -0.027 0.1181
H -1.27985 11.18182 -2.63933 -0.144 0.070 0.093 0.1367
H -1.46729 9.58641 -3.35923 -0.306 0.187 -0.174 0.1323
O 0.55671 -3.01033 6.78126 0.775 1.522 1.442 0.1314
C 1.15448 -2.12272 7.36592 0.272 -1.147 -2.577 -0.3938
O 2.53022 -2.22814 7.56402 -1.662 0.294 0.250 0.0100
C 3.00718 -1.04751 8.22836 -1.440 0.859 -0.034 -0.1306
C 1.90236 0.03065 7.92831 2.275 0.438 0.443 -0.1721
C 0.65739 -0.72600 7.79302 -0.826 -1.708 0.036 -0.0947
H 3.95760 -0.77680 7.76846 0.020 -0.152 0.498 0.1266
H 3.00473 -1.21123 9.30599 0.655 -0.230 -0.045 0.1260
H 2.22651 0.47759 6.98849 -0.461 0.291 -0.066 0.1176
H 1.82053 0.79731 8.69879 0.338 0.052 -0.067 0.1215
H -0.07649 -0.21115 7.17298 0.001 -0.708 -0.342 0.1330
H 0.14435 -0.98688 8.71867 0.041 0.489 0.457 0.1372